1.
C47H40N4OP2Pt | wB97M-V/def2-TZVPD

The total charge is +2. The value obtained for the total energy is -2910.9503 Ha. The value obtained for the orbital gap is 4.77 eV. The HOMO energy comes out at -11.4938 eV. As for the energy above the lowest of the compared OMol25 structures with the same formula, charge and spin: 0.0 kJ/mol.

Each line ends with the Löwdin charge.
Element x y z (Å)
1 Pt 0.1198 -0.2359 -0.2579  0.7655
2 C 1.5772 -2.6720 -2.9212  -0.2687
3 C 0.4822 -3.3637 -2.1172  -0.2874
4 P -0.6048 -2.2576 -1.1379  0.9301
5 C -2.1240 -2.0274 -2.0904  -0.3627
6 C -2.5969 -0.7221 -2.2388  -0.1035
7 C -3.7622 -0.4683 -2.9420  -0.0531
8 C -4.4660 -1.5247 -3.5024  -0.0437
9 C -4.0027 -2.8251 -3.3527  -0.0492
10 C -2.8366 -3.0855 -2.6528  -0.0780
11 C -1.0104 -3.1827 0.3586  -0.3671
12 C -2.3259 -3.3070 0.7986  -0.0672
13 C -2.5903 -3.9417 2.0035  -0.0513
14 C -1.5501 -4.4424 2.7714  -0.0506
15 C -0.2338 -4.3009 2.3438  -0.0670
16 C 0.0388 -3.6633 1.1477  -0.1222
17 C 2.6776 -2.0929 -2.0389  -0.3034
18 P 2.2113 -0.5424 -1.1947  0.9202
19 C 3.4316 -0.2437 0.0926  -0.3712
20 C 4.6059 -0.9730 0.2527  -0.0675
21 C 5.4531 -0.6758 1.3098  -0.0499
22 C 5.1321 0.3304 2.2091  -0.0445
23 C 3.9670 1.0702 2.0447  -0.0534
24 C 3.1212 0.7860 0.9892  -0.1128
25 C 2.3872 0.7651 -2.4323  -0.3497
26 C 3.5110 1.5877 -2.4618  -0.0611
27 C 3.6114 2.5769 -3.4281  -0.0486
28 C 2.5997 2.7472 -4.3616  -0.0469
29 C 1.4792 1.9256 -4.3372  -0.0632
30 C 1.3650 0.9438 -3.3684  -0.1300
31 H 1.1559 -1.8994 -3.5683  0.1015
32 H 2.0300 -3.4186 -3.5740  0.1264
33 H 0.9148 -4.0966 -1.4357  0.0926
34 H -0.1791 -3.9001 -2.8004  0.0950
35 H -2.0399 0.0878 -1.7930  0.0448
36 H -4.1188 0.5477 -3.0521  0.1144
37 H -5.3759 -1.3346 -4.0553  0.1192
38 H -4.5616 -3.6440 -3.7858  0.1195
39 H -2.4919 -4.1065 -2.5386  0.1179
40 H -3.1349 -2.9166 0.1934  0.1085
41 H -3.6120 -4.0501 2.3424  0.1172
42 H -1.7600 -4.9452 3.7059  0.1170
43 H 0.5769 -4.6910 2.9454  0.1163
44 H 1.0652 -3.5317 0.8219  0.1010
45 H 3.5498 -1.8511 -2.6493  0.1118
46 H 2.9831 -2.8202 -1.2818  0.0941
47 H 4.8691 -1.7589 -0.4441  0.1071
48 H 6.3726 -1.2324 1.4318  0.1188
49 H 5.7934 0.5437 3.0380  0.1187
50 H 3.7258 1.8675 2.7356  0.1162
51 H 2.2233 1.3745 0.8326  0.0884
52 H 4.3005 1.4485 -1.7336  0.1109
53 H 4.4836 3.2163 -3.4537  0.1184
54 H 2.6811 3.5236 -5.1105  0.1182
55 H 0.6955 2.0595 -5.0721  0.1164
56 H 0.4897 0.3049 -3.3286  0.0805
57 C -6.0126 10.0719 6.7862  -0.0547
58 O -5.3665 8.9336 7.3410  -0.0548
59 C -4.8158 8.0401 6.5172  -0.2756
60 C -4.8187 8.1344 5.1222  0.0036
61 C -4.2203 7.1514 4.3618  -0.0090
62 C -3.6031 6.0500 4.9575  -0.1640
63 C -3.6029 5.9654 6.3557  -0.0240
64 C -4.1959 6.9384 7.1214  0.0148
65 C -2.9918 5.0400 4.1152  -0.2343
66 N -2.9512 5.0722 2.7963  0.1936
67 C -2.2960 3.9473 2.4153  -0.1699
68 C -1.9181 3.1963 3.5214  -0.1241
69 N -2.3713 3.9126 4.5952  0.1912
70 C -1.2260 1.9618 3.4189  -0.0582
71 C -0.8243 1.1507 4.4939  0.0329
72 C -0.1771 -0.0355 4.2482  -0.0181
73 C 0.0583 -0.4191 2.9282  -0.1107
74 N -0.2996 0.3332 1.8995  -0.0225
75 C -0.9185 1.5138 2.1135  -0.1493
76 C -1.2531 2.3136 0.9557  -0.1480
77 N -0.8486 1.8668 -0.2563  -0.0134
78 C -1.1417 2.5790 -1.3337  -0.1208
79 C -1.8845 3.7582 -1.2847  -0.0123
80 C -2.3003 4.2327 -0.0637  0.0460
81 C -1.9658 3.5197 1.0947  -0.0586
82 H -6.3809 10.6457 7.6299  0.0985
83 H -6.8518 9.7778 6.1526  0.0997
84 H -5.3122 10.6805 6.2109  0.0997
85 H -5.2876 8.9748 4.6304  0.1095
86 H -4.2237 7.2248 3.2832  0.1152
87 H -3.1349 5.1319 6.8674  0.1060
88 H -4.2000 6.8817 8.2018  0.1276
89 H -2.2842 3.6615 5.5642  0.1529
90 H -1.0250 1.4559 5.5132  0.1261
91 H 0.1430 -0.6781 5.0560  0.1200
92 H 0.5401 -1.3617 2.7023  0.1031
93 H -0.7658 2.2132 -2.2800  0.0962
94 H -2.1118 4.2813 -2.2027  0.1197
95 H -2.8720 5.1469 0.0309  0.1332


2.
C47H42AsLuN7O2S | wB97M-V/def2-TZVPD

The total charge is +1. The value obtained for the total energy is -6219.2758 Ha. The value obtained for the orbital gap is 5.26 eV. The HOMO energy comes out at -8.8780 eV. As for the energy above the lowest of the compared OMol25 structures with the same formula, charge and spin: 224.1 kJ/mol.

Each line ends with the Löwdin charge.
Element x y z (Å)
1 Lu 10.9731 11.8470 16.2766  1.6574
2 N 11.8520 13.1951 14.3757  -0.0311
3 C 11.1447 13.0690 13.1501  -0.2880
4 C 10.6650 14.2238 12.5448  -0.0543
5 C 10.2849 14.2202 11.2242  -0.0931
6 C 10.2339 13.0162 10.5433  -0.0916
7 C 10.6386 11.8421 11.1573  -0.0198
8 C 11.0717 11.8297 12.5185  -0.1272
9 C 11.3676 10.5646 13.2038  -0.2308
10 C 10.8581 9.3940 12.6028  -0.0472
11 C 11.1761 8.1568 13.1564  -0.0784
12 C 11.8501 8.1008 14.3882  -0.1106
13 C 12.2714 9.2521 14.9662  -0.2089
14 C 11.8605 10.4898 14.4964  -0.2733
15 H 12.8276 12.8249 14.3643  0.0529
16 H 11.9729 14.2466 14.5554  0.1278
17 H 10.8687 15.1262 13.1192  0.1089
18 H 10.1141 15.1940 10.7458  0.1151
19 H 9.8257 12.9503 9.5020  0.1229
20 H 10.6496 10.9415 10.5421  0.1100
21 H 10.2388 9.4428 11.7584  0.0778
22 H 10.8163 7.2688 12.5917  0.1109
23 H 12.1146 7.1388 14.8244  0.1017
24 H 12.8567 9.1477 15.8791  0.0809
25 C 11.3891 18.6805 27.5358  -0.0916
26 O 12.6433 18.4049 26.9951  -0.0822
27 C 12.7722 17.5947 25.9085  -0.2426
28 C 11.7061 17.1674 25.0729  -0.0166
29 C 11.9434 16.3420 23.9894  -0.0169
30 C 13.2673 15.8569 23.7340  -0.2709
31 C 14.3386 16.2306 24.6127  -0.0009
32 C 14.1011 17.1197 25.6504  0.0081
33 N 13.5007 15.0558 22.6436  0.0860
34 N 12.5046 15.0836 21.7756  0.0569
35 C 12.7308 14.5363 20.5723  -0.2691
36 C 13.8148 13.6798 20.3634  0.0070
37 C 13.9859 12.9869 19.1689  0.0062
38 C 12.9706 13.0762 18.1925  -0.3474
39 O 12.9762 12.2873 17.1145  -0.2745
40 C 11.8427 13.9166 18.3835  -0.1738
41 N 10.8243 13.9119 17.4874  -0.0198
42 C 9.7938 14.7744 17.6290  -0.1241
43 C 9.5984 15.5471 18.7688  -0.0347
44 C 10.5792 15.4745 19.7682  0.0387
45 C 11.7461 14.6922 19.5840  -0.0797
46 H 11.5258 19.2760 28.4497  0.1033
47 H 10.8843 17.7388 27.7459  0.0980
48 H 10.7674 19.2772 26.8908  0.0841
49 H 10.6882 17.4846 25.3455  0.1090
50 H 11.1561 16.0444 23.3147  0.0893
51 H 15.2970 15.8363 24.3749  0.0988
52 H 14.8875 17.5156 26.2666  0.1124
53 H 14.4684 13.5735 21.2343  0.1126
54 H 14.9338 12.4411 18.9286  0.1288
55 H 9.1012 14.7882 16.8128  0.0968
56 H 8.6901 16.1278 18.9498  0.1136
57 H 10.4966 16.0704 20.6615  0.1083
58 N 9.3718 9.0139 18.8732  0.1943
59 C 10.6610 8.6648 19.4010  -0.1439
60 C 11.0183 7.5243 20.1012  -0.0050
61 C 12.3777 7.2567 20.1747  -0.0717
62 C 13.3097 8.1213 19.6493  -0.0576
63 C 12.9137 9.2690 18.9712  -0.0056
64 C 11.5898 9.4810 18.7466  -0.1908
65 N 10.9150 10.3031 17.7983  0.0359
66 C 9.6117 10.0052 17.9881  -0.2725
67 C 8.5343 10.4848 17.1471  -0.2801
68 C 7.2347 10.0082 17.1395  -0.3175
69 S 6.3320 10.7855 15.9372  1.1279
70 C 7.6324 11.8510 15.6223  -0.3843
71 N 8.7717 11.5241 16.2111  -0.1014
72 H 8.4977 8.4884 19.0370  0.1814
73 H 10.2593 6.9060 20.5323  0.1119
74 H 12.6899 6.2951 20.6299  0.1280
75 H 14.3706 7.9079 19.7664  0.1197
76 H 13.6520 9.9670 18.5332  0.1211
77 H 6.7458 9.2225 17.7345  0.0978
78 H 7.5566 12.6180 14.8799  0.0931
79 C 16.2486 11.2277 12.5918  -0.3663
80 As 15.2253 11.2416 14.2653  1.1571
81 C 16.1833 12.8347 15.0224  -0.3223
82 C 16.3680 9.7869 15.2255  -0.3283
83 C 17.8131 9.9939 15.4538  -0.2935
84 C 18.2590 10.6005 16.7080  -0.0540
85 C 19.5889 10.7563 16.9631  -0.0933
86 C 20.5429 10.3745 15.9975  -0.0890
87 C 20.1422 9.7514 14.8395  -0.0958
88 C 18.7975 9.5698 14.5602  -0.0648
89 H 17.3411 11.2889 12.7952  0.0205
90 H 15.9175 12.0523 11.8953  0.0327
91 H 15.9698 10.3068 12.0336  0.0208
92 H 17.1988 12.7770 14.6687  0.0052
93 H 16.1207 12.8428 16.1269  0.0100
94 H 15.6219 13.7492 14.6678  0.0267
95 H 16.1340 8.8707 14.6869  0.0620
96 H 15.8275 9.7653 16.2166  0.0609
97 H 17.5383 10.8734 17.4505  0.0900
98 H 19.8665 11.1075 17.9353  0.0962
99 H 21.6050 10.5352 16.2204  0.1070
100 H 20.9215 9.4488 14.1662  0.1006
101 H 18.5153 9.0648 13.6407  0.1118


3.
C47H42AsN5O2P2Pd | wB97M-V/def2-TZVPD

The total charge is 0. The multiplicity is 3. The value obtained for the total energy is -5286.8514 Ha. The value obtained for the orbital gap (spin up / spin down) is 6.94 / 6.13 eV. The HOMO energy (spin up / spin down) comes out at -6.8505 / -7.6025 eV. As for the energy above the lowest of the compared OMol25 structures with the same formula, charge and spin: 0.0 kJ/mol.

Each line ends with the Löwdin charge.
Element x y z (Å)
1 Pd -0.8852 -0.8600 -0.3265  0.4798
2 C 0.7279 2.3969 0.0152  -0.3139
3 N 1.7243 2.1183 -0.9967  -0.1805
4 C 2.3274 0.8052 -1.1459  -0.2850
5 P 1.5328 -0.6588 -0.3456  1.0129
6 C 2.4225 -1.9341 -1.2902  -0.3720
7 C 3.4878 -2.6693 -0.7795  -0.0752
8 C 4.1014 -3.6369 -1.5633  -0.0707
9 C 3.6635 -3.8689 -2.8580  -0.0749
10 C 2.6102 -3.1279 -3.3779  -0.0764
11 C 1.9925 -2.1682 -2.5950  -0.1392
12 C 2.2117 -0.7433 1.3306  -0.3642
13 C 1.9411 -1.8918 2.0755  -0.1109
14 C 2.3717 -1.9925 3.3858  -0.0603
15 C 3.0715 -0.9432 3.9686  -0.0674
16 C 3.3467 0.1981 3.2343  -0.0641
17 C 2.9221 0.2983 1.9156  -0.0799
18 C 2.5462 3.1809 -1.4299  -0.2487
19 C 3.0803 3.1390 -2.7187  -0.0246
20 C 3.8883 4.1636 -3.1764  -0.0820
21 C 4.1710 5.2542 -2.3650  -0.0990
22 C 3.6420 5.3013 -1.0864  -0.0841
23 C 2.8435 4.2696 -0.6132  -0.0264
24 P -0.8970 1.6121 -0.4239  1.0217
25 C -0.9323 2.0003 -2.1992  -0.3630
26 C -0.8789 3.3183 -2.6475  -0.0756
27 C -0.8059 3.5954 -3.9999  -0.0696
28 C -0.7940 2.5566 -4.9238  -0.0795
29 C -0.8669 1.2429 -4.4875  -0.0784
30 C -0.9355 0.9700 -3.1279  -0.1182
31 C -2.1773 2.7070 0.2402  -0.3555
32 C -3.4543 2.6248 -0.3123  -0.0997
33 C -4.4763 3.4220 0.1725  -0.0893
34 C -4.2277 4.3170 1.2012  -0.0741
35 C -2.9571 4.4093 1.7493  -0.0746
36 C -1.9331 3.6022 1.2785  -0.0944
37 H 0.5433 3.4722 0.0075  0.0852
38 H 0.9983 2.1094 1.0322  0.0688
39 H 3.3783 0.7974 -0.8154  0.1103
40 H 2.3434 0.5231 -2.2054  0.0810
41 H 3.8334 -2.4965 0.2302  0.1045
42 H 4.9255 -4.2097 -1.1592  0.1079
43 H 4.1413 -4.6278 -3.4625  0.1062
44 H 2.2669 -3.3038 -4.3885  0.1092
45 H 1.1602 -1.5954 -2.9969  0.0878
46 H 1.3728 -2.7045 1.6335  0.1039
47 H 2.1446 -2.8812 3.9575  0.1138
48 H 3.3954 -1.0162 4.9982  0.1073
49 H 3.8884 1.0178 3.6851  0.1068
50 H 3.1389 1.2017 1.3602  0.0985
51 H 2.8316 2.3125 -3.3702  0.1104
52 H 4.2871 4.1180 -4.1818  0.1038
53 H 4.7952 6.0584 -2.7287  0.0997
54 H 3.8594 6.1416 -0.4405  0.1036
55 H 2.4607 4.3132 0.3966  0.1078
56 H -0.8995 4.1341 -1.9339  0.1158
57 H -0.7595 4.6220 -4.3366  0.1066
58 H -0.7405 2.7742 -5.9815  0.1032
59 H -0.8829 0.4301 -5.2011  0.1031
60 H -1.0254 -0.0696 -2.7991  0.0564
61 H -3.6530 1.9229 -1.1139  0.0988
62 H -5.4727 3.3223 -0.2326  0.1000
63 H -5.0295 4.9321 1.5852  0.1057
64 H -2.7637 5.0998 2.5595  0.1032
65 H -0.9632 3.6482 1.7477  0.0954
66 O -0.5363 1.0599 2.4217  0.0361
67 C -0.8065 -0.0945 2.6864  -0.4310
68 N -1.0353 -1.0916 1.7729  0.0285
69 C -1.1490 -2.2967 2.4254  -0.4482
70 O -1.1953 -3.3952 1.9039  0.0026
71 C -1.1055 -2.0368 3.8980  -0.0999
72 C -1.2043 -2.8919 4.9742  0.0034
73 C -1.0685 -2.3279 6.2406  -0.0654
74 C -0.8383 -0.9634 6.4023  -0.0660
75 C -0.7369 -0.1132 5.3043  0.0041
76 C -0.8795 -0.6850 4.0587  -0.0938
77 H -1.3811 -3.9486 4.8373  0.1199
78 H -1.1481 -2.9574 7.1168  0.1035
79 H -0.7396 -0.5605 7.4017  0.1031
80 H -0.5565 0.9463 5.4179  0.1195
81 N -3.0823 -0.8056 -0.8873  0.0548
82 C -4.0348 -0.8984 -0.2198  -0.2205
83 C -5.1735 -1.0003 0.5419  -0.2751
84 C -5.8309 0.1662 0.9893  -0.2343
85 N -6.3725 1.1186 1.3461  0.1421
86 C -5.6807 -2.2858 0.8360  -0.2526
87 N -6.0913 -3.3403 1.0551  0.1303
88 C -1.2873 -3.4827 -2.9446  -0.2911
89 As -1.1835 -3.3450 -0.9963  1.0508
90 C -2.8222 -4.2899 -0.5814  -0.2741
91 C 0.1439 -4.7070 -0.5979  -0.2684
92 H -1.4742 -4.5208 -3.2275  0.0304
93 H -0.3673 -3.1446 -3.4190  -0.0100
94 H -2.1168 -2.8620 -3.2870  0.0248
95 H -2.8093 -5.2369 -1.1240  0.0354
96 H -3.6840 -3.7068 -0.9000  0.0142
97 H -2.8830 -4.4655 0.4887  0.0228
98 H -0.0798 -5.6054 -1.1748  0.0349
99 H 0.0858 -4.9291 0.4664  0.0191
100 H 1.1440 -4.3569 -0.8485  0.0019